No. 1
Formula: C3H3NO2S2
Source: the Open Molecules 2025 dataset
Level of theory: ωB97M-V/def2-TZVPD

Calculated values
* Kohn-Sham gap: 7.337 eV
* E_tot: -1117.61026 hartree
* HOMO energy: -0.3411 hartree
* energy relative to the best compared isomer or geometry (same formula, charge and spin): 3.152 eV

```
! wB97M-V def2-TZVPD RIJCOSX def2/J DEFGRID3
* xyz 0 1
H -0.74 1.87 -1.66
S 0.37 -0.91 1.65
C -1.57 -0.09 -1.02
S 2.91 0.39 0.63
C 1.43 0.32 0.07
H -1.29 -1.12 -0.91
N 0.51 0.90 -0.49
O 0.44 -0.16 2.88
H -2.38 0.08 -1.76
C -0.69 0.92 -1.04
O 1.03 -2.20 1.64
*
```



No. 2
Formula: CFN4S
Source: the Open Molecules 2025 dataset
Level of theory: ωB97M-V/def2-TZVPD

Calculated values
* Kohn-Sham gap (alpha / beta): 6.815 / 6.914 eV
* E_tot: -755.12857 hartree
* HOMO energy (alpha / beta): -0.2033 / -0.1986 hartree
* energy relative to the best compared isomer or geometry (same formula, charge and spin): 1.778 eV

```
! wB97M-V def2-TZVPD RIJCOSX def2/J DEFGRID3
* xyz -1 1
C 0.11 -0.04 -0.47
N -1.59 -0.46 0.67
N -1.79 0.61 -0.01
N -0.37 -0.88 0.50
N -0.80 0.90 -0.74
F 2.73 0.09 1.06
S 1.70 -0.20 -1.01
*
```



No. 3
Formula: C49H38N7O2P2Ti
Source: the Open Molecules 2025 dataset
Level of theory: ωB97M-V/def2-TZVPD

Calculated values
* Kohn-Sham gap (alpha / beta): 4.853 / 7.696 eV
* E_tot: -3956.08201 hartree
* HOMO energy (alpha / beta): -0.2771 / -0.3807 hartree
* energy relative to the best compared isomer or geometry (same formula, charge and spin): 0.000 eV

```
! wB97M-V def2-TZVPD RIJCOSX def2/J DEFGRID3
* xyz 1 3
H -6.12 2.10 2.57
C -3.32 0.62 1.38
H 2.88 -1.76 -4.89
H 5.54 0.85 -2.90
C 4.67 0.27 0.33
H 0.82 -2.69 -5.94
C 0.47 4.91 -0.37
C 0.67 -5.98 -0.56
H 7.45 1.93 -1.70
C -2.73 0.25 2.58
C 0.21 2.27 3.98
C 4.61 0.27 -1.05
N 1.02 -1.47 1.94
C 2.35 -1.78 3.91
H -3.77 -2.25 -0.41
C 6.71 1.45 0.25
C 1.49 4.47 -2.92
P -2.47 0.25 -0.15
C 1.90 -5.31 -0.54
C -5.17 1.59 2.57
H 1.89 6.57 -2.95
C 0.40 2.00 2.63
H -2.91 0.25 4.71
H -1.54 1.67 -1.85
H 1.19 1.34 2.30
C -0.44 2.60 1.69
C 1.49 5.75 -2.38
H 1.00 6.96 -0.68
C 0.14 -2.65 3.84
H -2.47 2.63 -0.69
C 1.34 -2.46 4.53
C 3.47 -0.45 0.82
H -5.43 0.60 -4.10
C -0.38 -3.83 -0.48
H -1.32 -1.48 -2.43
C 0.98 3.41 -2.19
H -6.23 -1.73 -3.86
H 5.76 0.84 2.09
C 6.65 1.45 -1.14
H -1.48 -5.65 -0.54
C -5.05 -2.13 -2.12
C 0.98 5.97 -1.11
C -4.13 -1.62 -1.22
C -0.43 -2.12 -4.27
N 0.81 -3.17 -0.43
C 0.78 -2.23 -4.97
H -5.02 1.55 0.43
H 0.09 5.09 0.63
N 3.26 -0.61 2.08
H -0.94 3.33 5.44
H 0.86 1.80 4.71
H -0.69 -3.19 4.27
H -3.80 1.50 -2.51
Ti 0.75 -1.13 -0.22
H 7.55 1.92 0.74
P -0.15 2.21 -0.03
C -1.76 1.80 -0.79
H -5.07 1.44 4.70
H 2.88 -3.41 -0.45
C -5.07 -0.03 -3.30
H -1.36 -2.47 -4.69
H -2.11 3.93 1.38
C 0.46 3.63 -0.91
H 1.01 2.40 -2.60
C -4.14 0.49 -2.39
N 2.74 -0.86 -0.28
C 5.59 0.86 -1.82
C 0.03 -2.15 2.56
C -3.67 -0.31 -1.36
C 5.72 0.85 1.02
N 0.53 -8.55 -0.67
C -1.63 3.73 3.45
C -0.80 3.12 4.39
C 1.93 -1.73 -4.39
H 2.83 -5.87 -0.58
C 0.59 -7.40 -0.62
C -0.50 -5.20 -0.52
N 3.03 -0.58 -2.66
H 1.47 -2.84 5.53
C -0.41 -1.55 -3.02
H 1.90 4.29 -3.90
H -1.27 -3.21 -0.45
C -4.58 1.21 3.77
O 0.77 1.04 -0.21
C -1.45 3.46 2.10
H 3.30 -1.60 4.39
C 1.94 -3.95 -0.48
N 0.71 -1.09 -2.43
C -5.51 -1.33 -3.16
H -2.42 4.39 3.77
C 2.18 -1.30 2.60
C 3.37 -0.43 -1.43
C -3.36 0.54 3.78
C -4.54 1.28 1.37
H -1.77 -0.26 2.58
O -1.38 -0.77 0.07
C 1.86 -1.15 -3.11
H -5.40 -3.14 -2.02
H -0.87 -2.28 1.98
*
```



No. 4
Formula: C5H11NO
Source: the Open Molecules 2025 dataset
Level of theory: ωB97M-V/def2-TZVPD

Calculated values
* Kohn-Sham gap: 7.969 eV
* E_tot: -326.87802 hartree
* HOMO energy: -0.2601 hartree
* energy relative to the best compared isomer or geometry (same formula, charge and spin): 6.893 eV

```
! wB97M-V def2-TZVPD RIJCOSX def2/J DEFGRID3
* xyz 0 1
H -1.94 -0.11 1.47
O -1.93 1.45 -0.41
H -2.74 0.67 1.69
C 1.26 -0.53 1.09
N 0.12 0.03 0.38
C 2.04 0.41 -1.23
C -2.20 0.25 0.04
H -1.22 -1.70 0.12
H 1.51 0.69 -2.15
C 1.22 -0.54 -0.40
H 1.90 0.18 1.61
H -3.20 -0.12 -0.17
H 1.01 -1.50 -0.86
H 3.00 -0.04 -1.51
C -1.14 -0.65 0.43
H -0.96 1.54 -0.25
H 1.10 -1.47 1.61
H 2.25 1.33 -0.66
*
```



No. 5
Formula: C52H54Cl4NO7PPbS
Source: the Open Molecules 2025 dataset
Level of theory: ωB97M-V/def2-TZVPD

Calculated values
* Kohn-Sham gap (alpha / beta): 4.041 / 4.040 eV
* E_tot: -5368.54426 hartree
* HOMO energy (alpha / beta): -0.2499 / -0.2499 hartree
* energy relative to the best compared isomer or geometry (same formula, charge and spin): 0.059 eV

```
! wB97M-V def2-TZVPD RIJCOSX def2/J DEFGRID3
* xyz 0 1
C 1.17 -5.45 -3.97
H -7.98 -0.48 2.51
C -3.94 4.81 -1.56
C -3.66 5.15 0.91
C -2.55 -1.69 -0.28
H 2.97 -3.18 1.94
H -4.73 1.20 3.24
H 1.76 5.81 -1.38
H -7.42 1.64 1.60
C 4.24 -2.49 0.35
C -3.62 -4.03 -0.20
O 1.29 -1.52 2.66
H 1.80 5.74 0.40
C -3.38 -4.30 -1.69
C 2.67 3.29 -1.87
C -0.45 4.32 -0.44
O 0.95 0.73 1.91
C 4.08 -0.30 2.14
H 3.28 5.54 -0.53
C 5.06 0.57 4.61
H -6.38 0.92 3.83
C 1.20 -4.03 -1.98
C -2.93 5.11 -0.45
H 6.99 0.03 3.85
H 4.68 0.46 -4.10
H -5.12 -4.67 1.27
C -1.23 1.67 -0.30
H -0.17 5.36 -0.42
C 3.20 0.12 3.15
H 5.48 -6.16 0.16
H -6.85 -1.82 2.65
C 1.21 -2.78 -2.89
C -5.98 0.03 1.88
H 6.76 2.66 -1.07
H -4.41 5.94 0.91
C -3.72 0.22 0.83
C 5.65 -4.18 -0.65
H 2.14 3.70 -2.73
H 3.77 -5.51 1.83
C 3.69 0.57 4.37
H -4.16 4.20 1.10
H -3.44 -5.38 -1.88
O -1.55 -2.12 -0.93
C -2.21 2.72 -0.31
C 4.90 0.66 -3.06
H 3.82 3.43 0.60
H -1.76 6.51 -1.65
C -3.68 -2.52 0.08
H -3.67 1.23 1.22
C 2.21 5.31 -0.51
C 5.83 1.63 -2.70
C -4.73 -1.93 0.73
H 2.35 3.61 1.58
H -7.46 -1.34 1.06
S 1.42 -0.10 3.03
C 4.18 -4.77 1.16
H -3.44 4.73 -2.53
C -4.92 -4.73 0.19
C -7.13 -0.97 2.03
C 3.73 -3.46 1.22
C 5.38 1.18 -0.37
H 2.65 2.21 -1.93
C 1.18 -4.24 -4.85
H 5.56 1.41 0.67
H -2.95 5.33 1.72
Cl 1.17 -4.47 -6.53
H -2.66 -4.49 1.69
C 5.93 0.08 3.65
C -1.86 4.01 -0.41
H 6.41 -4.45 -1.37
H -1.53 -4.17 0.37
C -6.51 1.25 1.12
C 6.06 1.89 -1.36
H 2.98 0.88 5.13
C 0.55 3.40 -0.52
C -5.54 0.47 3.29
H -4.69 5.61 -1.62
H -3.14 7.22 -0.80
H -4.47 3.87 -1.38
H 2.62 2.11 0.69
C 4.21 -0.04 -2.07
C 4.47 0.18 -0.72
H -4.14 -3.81 -2.31
O 1.01 1.08 -0.82
H 5.44 0.92 5.56
H -2.40 -5.71 0.43
Cl 1.17 -6.71 -1.61
C 0.18 1.99 -0.56
H -5.78 -4.31 -0.34
H 5.62 -2.12 -1.26
C -2.33 6.49 -0.71
Cl 1.15 -6.97 -4.72
H -2.40 -3.94 -2.00
Cl 1.25 -1.60 -5.32
H 6.12 -0.74 1.68
C 2.03 3.80 -0.57
H 3.46 -0.76 -2.36
C 5.21 -2.86 -0.58
C -2.59 -0.29 0.12
C 5.14 -5.13 0.22
C 5.44 -0.35 2.43
C 2.75 3.19 0.65
O 1.22 -3.89 -0.80
H -5.77 2.06 1.10
H -6.76 0.99 0.09
C -4.79 -0.56 1.12
N -1.47 0.39 -0.17
C 1.21 -2.99 -4.34
C -2.48 -4.64 0.62
H 3.71 3.63 -1.92
H 6.35 2.19 -3.46
H -5.57 -2.56 1.01
C 1.17 -5.35 -2.64
H -4.85 -5.79 -0.07
Pb 0.61 -1.16 0.14
H -5.18 -0.39 3.86
H -3.26 2.43 -0.30
O 0.88 0.25 4.31
O 1.21 -1.69 -2.40
H -1.68 6.82 0.10
P 3.50 -0.82 0.47
*
```



No. 6
Formula: C3H10N2S2
Source: the Open Molecules 2025 dataset
Level of theory: ωB97M-V/def2-TZVPD

Calculated values
* Kohn-Sham gap: 7.932 eV
* E_tot: -1026.10466 hartree
* HOMO energy: -0.3168 hartree
* SMILES: NC[C@@H](N)CSS
* energy relative to the best compared isomer or geometry (same formula, charge and spin): 2.215 eV

```
! wB97M-V def2-TZVPD RIJCOSX def2/J DEFGRID3
* xyz 0 1
C -0.43 -0.07 -1.48
C 1.46 0.61 -0.09
H -2.15 -0.62 -2.41
C 0.04 0.11 -0.09
H -0.19 0.42 3.73
H -2.50 -0.14 -0.86
N -1.78 -0.61 -1.43
N 0.05 -1.15 0.64
H -0.35 0.93 -1.85
H 1.58 1.48 -0.73
S 2.34 0.94 1.64
H 0.48 -1.08 1.69
H 2.25 -0.21 -0.44
S 0.40 1.20 2.74
H 0.17 -0.79 -2.02
H -0.66 0.78 0.38
H -0.71 -1.81 0.57
*
```



No. 7
Formula: C24H66F3FeN10O12
Source: the Open Molecules 2025 dataset
Level of theory: ωB97M-V/def2-TZVPD

Calculated values
* Kohn-Sham gap (alpha / beta): 6.717 / 2.738 eV
* E_tot: -3967.18968 hartree
* HOMO energy (alpha / beta): -0.4630 / -0.4630 hartree

```
! wB97M-V def2-TZVPD RIJCOSX def2/J DEFGRID3
* xyz 2 6
O 2.68 1.37 0.64
H 0.49 2.73 1.39
H 3.29 -0.81 -6.09
H -2.02 -4.24 4.57
H 3.67 -4.58 5.34
H 0.23 6.22 1.52
C -0.68 5.65 1.32
N 4.48 -0.97 4.42
H -1.80 -0.17 0.67
H 4.52 -0.11 4.96
N 1.68 3.24 4.50
C 0.13 4.12 -0.45
N 1.19 -5.39 -3.24
O 3.31 2.35 3.28
N -0.66 -2.00 2.95
H 2.19 0.66 -1.16
H 2.89 2.80 6.35
H 0.31 0.44 -6.37
C 1.60 -4.58 -4.13
C 0.69 0.81 -5.42
H 0.53 1.89 -5.50
H 1.12 4.57 -0.47
C 4.55 -0.97 3.16
H -0.43 -4.06 4.02
C -5.37 4.03 1.11
H -6.44 1.11 0.71
O 2.38 -4.76 -5.04
H -1.72 -5.01 -2.19
H 5.11 -2.21 1.74
H 2.60 -0.22 -3.49
H -3.51 5.34 -2.48
C -1.69 -2.76 3.23
O -5.59 3.77 -1.17
C -0.46 -5.78 0.89
C -0.22 -0.20 -0.90
H -1.50 -3.98 0.33
H -2.75 -5.70 -1.01
C -3.30 5.04 -3.51
H 2.47 -2.98 6.17
F 4.04 -1.28 0.20
H 0.08 -5.29 1.70
H -1.28 6.22 0.61
N 2.07 -2.82 5.26
H 0.41 -3.16 -3.23
H -5.71 5.05 1.21
H -6.06 4.57 -1.43
H 1.62 -2.60 -4.42
H -2.23 5.24 -3.63
H -0.14 0.33 -1.85
H -0.56 -1.14 2.43
H -7.18 3.35 -0.12
H -2.77 1.96 -5.16
C 2.98 0.55 -4.17
C 2.73 -1.14 0.03
H 4.02 0.31 -4.37
H -4.76 1.63 0.00
H -2.12 3.42 -5.65
N -1.33 -3.64 4.15
O 0.71 0.40 0.03
H -3.76 5.72 -4.23
H 2.63 1.22 -6.25
C -3.49 3.47 -3.71
H 0.09 -1.22 -1.13
O -2.83 -2.40 3.04
Fe 4.35 1.98 1.61
H 1.59 -6.32 -3.27
N 3.39 2.47 5.54
C -1.70 -5.53 -1.22
H 0.30 3.06 -0.63
H -1.52 3.70 0.76
O 0.13 -4.22 -0.81
H 3.26 -5.23 3.71
H 4.65 -1.84 4.90
H 1.63 -1.96 4.94
O 1.59 -3.56 3.27
H -3.89 3.08 -1.79
O -3.23 2.87 -2.45
H -4.52 3.22 -3.97
N 3.08 -4.65 4.52
H -0.43 4.51 -1.30
F 2.19 -1.57 1.21
H 2.87 1.50 -3.65
C 2.20 -3.73 4.32
N 4.85 -2.18 2.72
H 0.11 -2.51 3.35
H 4.95 -2.91 3.41
C 2.83 2.71 4.35
N 1.19 -3.32 -3.85
C 2.10 0.31 -0.13
C -0.58 4.24 0.86
O 4.39 0.02 2.41
H 0.21 -6.58 0.59
F 2.40 -2.08 -0.91
O 2.34 -0.77 -5.94
H -1.23 -6.48 -1.46
H 0.16 0.33 -4.60
C -1.73 0.01 -0.41
O 0.20 3.54 1.82
H -1.15 5.67 2.31
H -5.51 3.51 2.07
H -2.02 1.06 -0.43
C 2.17 0.55 -5.53
H 1.27 3.16 5.41
C -6.10 3.20 0.01
H 4.24 1.96 5.74
H -1.36 -6.24 1.32
H 1.01 3.32 3.75
H 0.77 -3.81 -0.23
H 0.72 -5.08 -2.40
H -4.30 4.11 0.92
C -0.88 -4.75 -0.12
H -1.47 2.70 -4.32
H -5.93 1.37 -1.03
C -5.85 1.70 0.00
H -2.36 -0.85 -0.63
C -2.45 2.91 -4.74
*
```



No. 8
Formula: C35H58HoOP2
Source: the Open Molecules 2025 dataset
Level of theory: ωB97M-V/def2-TZVPD

Calculated values
* Kohn-Sham gap (alpha / beta): 7.204 / 7.303 eV
* E_tot: -3074.24428 hartree
* HOMO energy (alpha / beta): -0.3572 / -0.3576 hartree

```
! wB97M-V def2-TZVPD RIJCOSX def2/J DEFGRID3
* xyz 1 5
H -1.30 -2.01 -3.62
Ho -0.35 0.11 0.81
C 0.21 3.30 -1.44
H -4.82 0.54 1.86
C 1.74 0.64 -5.65
H 0.26 -0.60 -6.63
H 0.83 -1.26 -5.12
H 0.14 1.13 -3.06
C -2.69 0.82 1.68
H -2.78 1.62 -1.91
H -3.54 3.66 1.07
H 2.87 -1.39 0.13
C 1.63 2.66 -4.15
H 0.81 4.13 -1.06
C -0.88 1.25 3.04
C -2.13 2.07 1.28
H 1.74 -1.91 6.75
C 2.18 -3.57 4.51
C 2.03 -3.32 1.76
C 1.92 -3.37 0.23
H -0.17 4.07 1.14
H -1.24 3.32 -5.94
H 2.62 0.02 -5.87
H -3.74 0.13 -2.00
H 0.24 4.26 -4.47
H 0.49 -4.00 -1.28
H 3.07 1.80 -2.31
H 2.20 -3.68 5.60
C 2.02 1.39 -4.40
C -2.81 0.60 -2.33
H -0.14 -1.15 4.47
C -1.60 -1.99 -2.56
H 1.64 1.30 -6.52
H -4.22 0.59 0.18
H -1.38 -0.51 -4.54
H -2.26 -0.54 4.74
C -0.68 0.23 -4.90
H 0.39 -4.90 0.25
H 0.32 2.37 4.41
C 0.26 0.49 -2.19
C 0.70 3.44 -5.03
C 1.25 -1.19 6.09
H 0.93 0.74 4.12
C 3.01 -4.36 3.72
C 0.44 -1.90 5.01
H -0.47 4.19 2.89
C -0.95 2.28 2.06
H 1.35 -1.54 -0.83
H -3.39 2.63 -0.35
H 0.60 -0.55 6.70
H -1.15 -3.40 4.87
H -0.10 2.27 -6.70
O 0.54 -1.45 2.00
H -2.65 -2.29 -2.50
C 0.51 -0.33 -5.59
C -2.45 -0.75 3.68
H -0.51 0.98 5.14
H 2.78 0.89 -3.79
H -1.01 -2.76 -2.05
C -0.57 -2.87 5.64
C 2.27 -2.06 -0.50
C 1.25 -2.42 2.55
H 0.93 3.29 2.29
H -0.77 3.33 -0.96
H -2.85 0.67 -3.42
C 2.81 1.74 -1.25
H 2.84 -2.29 -1.42
P 1.02 1.72 -0.97
H -1.96 1.85 -4.40
C -3.99 0.25 1.20
H -3.94 -0.85 1.19
H 3.70 -5.08 4.16
H 2.02 -0.55 5.64
C -0.13 3.52 2.09
H 1.01 -0.27 -2.48
H -3.54 -0.89 3.56
C -2.83 3.08 0.46
H 3.26 2.61 -0.75
H -1.28 -2.34 6.29
C 2.91 -4.23 2.34
C 1.31 -2.63 3.97
H -2.14 3.81 0.04
H 3.25 0.82 -0.83
H 0.06 3.42 -2.52
H 2.67 -4.10 -0.08
H -0.04 -3.63 6.24
C 0.01 1.32 4.23
H 2.21 3.30 -3.47
H -2.00 -1.72 3.44
C 0.55 -3.91 -0.19
H 3.50 -4.87 1.68
C -1.04 1.53 -4.88
H 1.26 3.95 -5.84
C -0.43 2.62 -5.71
P -1.41 -0.39 -1.73
H -0.25 -3.25 0.17
C -1.96 0.34 2.80
*
```